(a)
ORCA calculation (ωB97M-V with the def2-TZVPD basis set) on the molecule C3H7NO3S.

XYZ file:
```
15
Properties=species:S:1:pos:R:3
H -2.09954 -0.73259 1.46245
N -1.45361 -0.85265 0.78192
C -0.41630 -0.21880 1.12058
C -0.17558 0.55508 2.36761
O 0.69188 -0.27210 0.29816
S 1.04440 0.37292 -1.13875
C 0.06643 -0.50066 -2.48677
O 2.43864 0.33836 -1.41012
O 0.46014 1.66204 -1.02043
H 0.16981 -0.29441 2.97739
H 0.70076 1.08872 2.15542
H -1.00655 1.01938 2.75952
H 0.64086 -1.03955 -3.16188
H -0.38572 -1.31014 -1.80043
H -0.67561 0.18442 -2.90464
```

HOMO energy: -10.945 eV
E_LUMO: 0.78 eV
Gap between HOMO and LUMO: 11.7 eV

Löwdin atomic charge list, values in e, 2 entries: atom 1 (H): 0.0172, atom 2 (N): 0.1969

=====

(b)
ORCA calculation (ωB97M-V with the def2-TZVPD basis set) on a cluster of 2 separate species, C3H7NO3S in total.

XYZ file:
```
15
Properties=species:S:1:pos:R:3
C 1.51845 -0.39858 -0.70443
C 1.48311 1.10582 -1.07031
C -2.47431 -1.21814 1.51523
N 2.59907 -1.03376 -1.04111
O 0.46821 -0.82970 -0.14072
O -2.53316 0.50715 -0.54842
O -1.46145 1.28320 1.54040
S -1.72664 0.21845 0.60527
H 2.48623 1.51765 -1.13000
H 0.99818 1.18999 -2.03954
H 0.90023 1.63899 -0.32407
H -2.40655 -0.99414 2.57227
H -3.50340 -1.29442 1.17759
H -1.91013 -2.10306 1.25388
H 3.32658 -0.48011 -1.47108
```

HOMO energy (alpha / beta): -9.500 / -8.996 eV
E_LUMO (alpha / beta): -2.24 / -3.05 eV
Gap between HOMO and LUMO (alpha / beta): 7.3 / 6.0 eV

Löwdin atomic charge list, values in e, 2 entries: atom 1 (C): -0.6100, atom 2 (C): -0.0089

=====

Relative to the most stable structure, the computed energies are (a) 0.0; (b) 207.2, all in kJ/mol.